Molecular formula: C5H11N
Method: DFT, ωB97M-V with the def2-TZVPD basis set

As for the total charge: 0. The HOMO energy comes out at -7.33 eV. The calculation puts the LUMO energy at 0.0400 hartree. The electronic energy is -251.83397 hartree. For the HOMO-LUMO gap, the calculation gives 8.416 eV. The SMILES is CC(C)=C(C)N.

Last column: Mulliken charge in e.
Geometry (Å):
C (0.217, 0.094, 1.906)  -1.333
C (0.130, -0.305, 0.446)  0.391
C (0.744, -1.716, 0.315)  -1.235
C (-0.209, 0.539, -0.553)  0.817
C (-0.294, 0.194, -1.985)  -1.286
N (-0.764, 1.799, -0.252)  -0.419
H (-0.237, 1.050, 2.138)  0.300
H (1.266, 0.206, 2.211)  0.268
H (-0.204, -0.663, 2.563)  0.332
H (0.373, -2.146, -0.615)  0.293
H (0.347, -2.300, 1.135)  0.380
H (1.811, -1.521, 0.301)  0.291
H (-0.780, -0.763, -2.239)  0.314
H (-0.973, 0.855, -2.532)  0.370
H (0.651, 0.218, -2.554)  0.264
H (-0.895, 2.101, 0.685)  0.081
H (-1.182, 2.358, -0.970)  0.172